{
  "formula": "C45H43FeIN3OPS3Si",
  "method": "the ωB97M-V functional and the def2-TZVPD basis",
  "species": ["Fe", "S", "C", "S", "C", "C", "N", "C", "N", "N", "C", "C", "C", "C", "C", "C", "P", "C", "C", "C", "C", "C", "C", "C", "C", "C", "C", "C", "C", "H", "H", "H", "H", "H", "H", "H", "H", "H", "H", "H", "H", "H", "H", "H", "H", "C", "Si", "C", "C", "C", "C", "C", "C", "C", "H", "H", "H", "H", "H", "H", "H", "H", "H", "H", "H", "I", "C", "H", "H", "O", "S", "C", "C", "C", "C", "C", "C", "C", "C", "C", "C", "C", "C", "C", "C", "H", "H", "H", "H", "H", "H", "H", "H", "H", "H", "H", "H", "H", "H"],
  "positions_angstrom": [[0.810465, -0.615817, 0.601488], [1.804673, 1.513383, -0.185455], [2.977724, 1.451140, 1.063648], [2.772835, 0.217695, 2.249939], [4.055479, 2.323220, 1.098149], [4.209688, 3.325282, 0.099486], [4.334676, 4.140044, -0.707664], [5.056010, 2.252496, 2.107933], [5.884550, 2.204206, 2.907986], [0.627239, -1.564060, 3.651314], [-0.323593, -0.893463, 4.416796], [-0.682023, -1.361593, 5.687005], [-1.625611, -0.702935, 6.448565], [-2.221893, 0.462185, 5.973341], [-1.882462, 0.915778, 4.712801], [-0.965788, 0.236791, 3.905399], [-0.669136, 0.797507, 2.193410], [-2.327063, 0.780761, 1.417582], [-3.487883, 0.330446, 2.036634], [-4.675134, 0.230211, 1.323925], [-4.715804, 0.560221, -0.020481], [-3.555129, 0.979971, -0.656992], [-2.370590, 1.082426, 0.053162], [-0.282462, 2.572459, 2.456719], [-0.517431, 3.518706, 1.459750], [-0.069880, 4.821225, 1.601210], [0.644196, 5.197977, 2.729533], [0.895547, 4.263076, 3.721692], [0.435408, 2.961107, 3.586602], [1.373155, -0.965423, 3.312883], [0.995208, -2.396494, 4.086896], [-0.199967, -2.253651, 6.067878], [-1.886301, -1.086555, 7.427137], [-2.942417, 1.000212, 6.573978], [-2.338793, 1.823189, 4.332819], [-3.467913, 0.014529, 3.070340], [-5.565434, -0.130832, 1.822670], [-5.639940, 0.469850, -0.577521], [-3.571177, 1.195698, -1.717136], [-1.457425, 1.351546, -0.466727], [-1.046940, 3.248505, 0.555737], [-0.257614, 5.536104, 0.809474], [1.020577, 6.208362, 2.823644], [1.462229, 4.540009, 4.601444], [0.655054, 2.240958, 4.363418], [3.216663, -3.169851, 2.000523], [2.815099, -2.304305, 0.370445], [4.420151, -1.657201, -0.377968], [2.384154, -3.766744, -0.809921], [3.111752, -4.960008, -0.743549], [2.840559, -6.034256, -1.579618], [1.825577, -5.945450, -2.520771], [1.095539, -4.771386, -2.620348], [1.379081, -3.705790, -1.774077], [4.090641, -3.813746, 1.871367], [2.379987, -3.792783, 2.321317], [3.452371, -2.453971, 2.786423], [5.095643, -2.502538, -0.540040], [4.906707, -0.936339, 0.278524], [4.242854, -1.173322, -1.340235], [3.915419, -5.056568, -0.022361], [3.421072, -6.945454, -1.494721], [1.602884, -6.786487, -3.166033], [0.293930, -4.689027, -3.346406], [0.799619, -2.798722, -1.855924], [-1.850235, -3.110761, 2.062507], [-0.836981, -2.027567, 0.502421], [-1.666386, -1.539628, -0.015987], [-0.491859, -2.845001, -0.124595], [0.117860, -0.403744, -1.602356], [0.623682, 0.024398, -2.953976], [0.126608, -1.269689, -4.117265], [-1.341991, -1.562270, -4.172428], [-2.015522, -1.478457, -5.387368], [-3.374450, -1.746651, -5.463912], [-4.077829, -2.091420, -4.319133], [-3.413586, -2.172399, -3.102856], [-2.053167, -1.917313, -3.027565], [-0.538363, 1.273699, -3.555504], [-0.302747, 2.655058, -3.000879], [-1.395507, 3.413947, -2.594724], [-1.222764, 4.710840, -2.135632], [0.050578, 5.258001, -2.075135], [1.147375, 4.505362, -2.467909], [0.969052, 3.212424, -2.935298], [0.714181, -2.139647, -3.822896], [0.505009, -0.921531, -5.080901], [-1.471856, -1.198102, -6.281968], [-3.881715, -1.685986, -6.417911], [-5.138136, -2.298548, -4.375224], [-3.949301, -2.437448, -2.200856], [-1.547569, -1.982916, -2.072166], [-1.538438, 0.903931, -3.319815], [-0.411119, 1.265590, -4.642428], [-2.388893, 2.986356, -2.633752], [-2.082005, 5.286877, -1.816609], [0.190980, 6.267255, -1.710010], [2.148710, 4.903105, -2.382619], [1.837768, 2.629730, -3.212289]],
  "forces_ev_per_a": [[0.3, -0.1, -0.3], [-0.1, -0.2, -0.1], [0.1, 0.0, 0.2], [0.2, 0.3, -0.2], [0.0, 0.0, 0.0], [0.0, 0.0, 0.0], [0.0, 0.1, -0.1], [-0.1, 0.0, -0.1], [0.0, 0.0, 0.1], [0.0, 0.0, 0.4], [0.2, -0.2, -0.1], [-0.1, 0.0, 0.0], [0.0, 0.0, -0.1], [0.0, 0.0, 0.0], [0.0, 0.1, 0.0], [-0.2, 0.2, 0.0], [0.0, 0.1, 0.5], [0.0, 0.0, -0.1], [0.0, 0.0, 0.0], [0.0, 0.0, 0.0], [0.0, 0.0, 0.0], [0.0, 0.0, 0.0], [0.0, 0.0, 0.0], [0.1, 0.0, -0.1], [-0.1, 0.0, 0.0], [0.0, 0.0, 0.0], [0.0, 0.0, 0.0], [0.0, 0.0, 0.0], [0.0, 0.0, 0.0], [-0.2, -0.1, 0.0], [0.0, 0.0, 0.0], [0.0, 0.0, 0.0], [0.0, 0.0, 0.0], [0.0, 0.0, 0.0], [0.0, 0.0, 0.0], [0.0, 0.0, 0.0], [0.0, 0.0, 0.0], [0.0, 0.0, 0.0], [0.0, 0.0, -0.1], [0.0, 0.0, 0.0], [0.0, 0.0, 0.0], [0.0, 0.0, 0.0], [0.0, 0.0, 0.0], [0.0, 0.0, 0.0], [0.0, 0.0, 0.0], [0.0, 0.0, 0.0], [-0.3, -0.1, -0.2], [0.0, 0.1, 0.1], [0.0, 0.0, 0.1], [0.0, 0.0, 0.0], [0.0, 0.0, 0.0], [0.0, 0.0, 0.0], [0.0, 0.0, 0.0], [0.1, 0.0, 0.0], [0.0, 0.0, 0.0], [0.0, 0.0, 0.0], [0.0, 0.0, 0.0], [0.0, 0.0, 0.0], [0.0, 0.0, 0.0], [0.0, 0.0, 0.0], [0.0, 0.0, 0.0], [0.0, 0.0, 0.0], [0.0, 0.0, 0.0], [0.0, 0.0, 0.0], [-0.1, 0.1, 0.1], [-0.1, 0.0, 0.0], [0.1, 0.1, -0.1], [0.0, 0.0, 0.0], [0.0, -0.1, -0.1], [-0.2, -0.1, -0.2], [0.1, 0.2, 0.3], [0.0, -0.1, -0.1], [-0.1, -0.1, -0.1], [0.0, 0.1, 0.0], [0.0, 0.0, 0.0], [0.0, 0.0, 0.0], [0.0, 0.0, 0.0], [0.1, -0.1, 0.1], [0.1, 0.1, 0.0], [0.0, 0.0, 0.0], [0.0, 0.0, 0.1], [0.0, 0.0, 0.0], [0.0, 0.0, 0.0], [0.0, 0.0, 0.0], [0.0, 0.0, 0.0], [0.0, 0.0, 0.0], [0.0, -0.1, 0.0], [0.0, 0.0, 0.0], [0.0, 0.0, 0.0], [0.0, 0.0, 0.0], [0.0, 0.0, 0.0], [0.0, 0.0, -0.1], [0.0, 0.0, 0.0], [0.0, 0.0, 0.0], [-0.1, 0.0, 0.0], [0.0, 0.0, 0.0], [0.0, 0.0, 0.0], [0.0, 0.0, 0.0], [0.0, 0.0, 0.0]],
  "mulliken_charge": [2.102, -0.015, 0.755, -0.572, 0.434, -0.033, -0.687, -0.312, -0.679, 0.409, -0.414, -0.531, -0.703, -0.878, -0.155, 0.282, 1.982, 0.714, -1.004, -0.849, -1.028, -0.830, 0.327, 0.338, 0.067, -0.483, -0.643, -0.802, -0.519, -0.452, 0.276, 0.396, 0.396, 0.409, 0.532, 0.429, 0.407, 0.384, 0.327, -0.264, 0.018, 0.323, 0.378, 0.387, 0.380, -1.291, 0.391, -1.259, 0.333, -0.512, -0.748, -0.610, -0.386, 0.385, 0.449, 0.307, 0.359, 0.398, 0.328, 0.257, 0.261, 0.382, 0.359, 0.481, -0.123, -0.243, -1.621, 0.186, 0.366, -0.998, 0.565, -1.101, 0.055, -0.447, -0.644, -0.506, -0.600, 0.802, -0.986, 0.559, -0.108, -0.870, -0.508, -0.360, -0.330, 0.222, 0.703, 0.394, 0.381, 0.404, 0.519, -0.024, 0.138, 0.756, 0.404, 0.351, 0.440, 0.414, 0.320],
  "s2": 8.77,
  "homo_lumo_gap_ev": [5.70, 6.79],
  "spin_multiplicity": 6,
  "lumo_energy_ev": [1.95, 1.94],
  "total_charge": -1,
  "total_energy_ha": -5366.97151
}